{
  "formula": "C7H16O2",
  "method": "ωB97M-V with the def2-TZVPD basis set",
  "homo_energy_ev": -9.46,
  "charge": 0,
  "max_force_ha_per_bohr": 0.067,
  "homo_lumo_gap_ev": 10.367,
  "e_lumo_ev": 0.9074,
  "smiles": "CC(C)[C@](C)(O)[C@@H](C)O",
  "e_above_lowest_ev": 1.447,
  "symbols": ["O", "O", "C", "C", "C", "C", "C", "C", "C", "H", "H", "H", "H", "H", "H", "H", "H", "H", "H", "H", "H", "H", "H", "H", "H"],
  "xyz": [[2.43729, -0.43188, 1.18573], [0.14731, -1.25082, 1.55059], [-2.36486, -0.23929, 0.52869], [-1.06787, 1.21448, -1.11429], [0.11042, -0.67777, 0.24910], [-0.11417, -1.83176, -0.72692], [-0.90912, 0.44617, 0.19208], [1.68464, 0.00819, 0.03523], [1.95847, 1.49751, -0.06237], [2.17696, -1.31677, 1.50614], [1.69723, 1.89168, -1.04692], [0.76598, -2.48463, -0.74413], [-2.07889, 1.62292, -1.21497], [-0.86387, 0.59716, -1.99087], [0.37785, -0.52434, 2.16705], [-0.30733, -1.49612, -1.74789], [2.12765, -0.46379, -0.84931], [1.44516, 2.06065, 0.72258], [-2.33299, -0.92092, 1.38140], [-0.95482, -2.45982, -0.41883], [-3.04657, 0.57620, 0.78723], [-2.76468, -0.76719, -0.34069], [-0.42013, 2.09213, -1.14574], [-0.72900, 1.13880, 1.01941], [3.02533, 1.71920, 0.07768]],
  "lowdin_charge": [-0.081, -0.047, -0.047, -0.067, -0.462, -0.015, -0.326, -0.289, -0.061, 0.094, 0.071, 0.091, 0.080, 0.079, 0.122, 0.082, 0.125, 0.082, 0.067, 0.087, 0.066, 0.070, 0.060, 0.131, 0.087]
}